Record 1
{"formula": "C26H45BrN4O10P", "method": "the ωB97M-V functional and the def2-TZVPD basis", "elements": ["C", "C", "C", "N", "C", "C", "C", "C", "C", "N", "C", "C", "C", "C", "C", "O", "C", "O", "C", "O", "N", "O", "C", "C", "C", "O", "C", "C", "O", "C", "C", "C", "O", "Br", "C", "C", "P", "N", "O", "O", "H", "H", "H", "H", "H", "H", "H", "H", "H", "H", "H", "H", "H", "H", "H", "H", "H", "H", "H", "H", "H", "H", "H", "H", "H", "H", "H", "H", "H", "H", "H", "H", "H", "H", "H", "H", "H", "H", "H", "H", "H", "C", "O", "H", "H", "H", "H"], "positions_angstrom": [[1.78424, 0.27285, 4.00030], [0.74401, -0.26183, 2.87822], [0.35421, 0.89215, 1.87107], [-0.36190, 0.71023, 0.53967], [-1.78433, 1.05655, 0.99212], [-2.68174, 2.18111, 0.45526], [-4.12554, 2.49958, 0.98761], [-4.62815, 1.56768, 2.14483], [-3.53958, 0.50567, 2.59192], [-2.28140, 0.28511, 2.08223], [-0.27256, -0.66803, -0.07048], [-0.82088, -1.92755, 0.71538], [-2.38104, -2.38951, 0.47244], [-2.86831, -3.34149, 1.68741], [-4.37556, -3.84683, 1.46712], [-4.74649, -4.02746, 0.07018], [-6.06806, -3.46849, -0.12262], [-6.99585, -4.12497, -0.62938], [-0.93026, -0.93723, -1.50484], [-2.25318, -0.40278, -1.76305], [-2.95667, -1.21084, -2.61358], [-4.07101, -0.77519, -2.62295], [1.32059, -0.90935, -0.39439], [1.67220, -2.25659, -1.17928], [2.88872, -2.98146, -0.36437], [4.15236, -2.33981, -0.63132], [4.66427, -1.59858, 0.50259], [6.25679, -1.94459, 0.58103], [1.86663, 0.10791, -1.31729], [1.80427, 1.43069, -0.76064], [2.45445, 2.44473, -1.81399], [4.05487, 2.12963, -1.78578], [4.56181, 1.08407, -2.23293], [5.32045, 3.47666, -1.00921], [0.25607, 1.81482, -0.31717], [-0.33115, 2.06077, -1.78178], [0.42784, 3.52584, 0.47719], [1.93854, 3.77138, 1.04083], [-0.57953, 3.94648, 1.76442], [0.26180, 4.86444, -0.60717], [1.47656, 1.34952, 4.24749], [1.59618, -0.35225, 4.94940], [2.87444, 0.25669, 3.66345], [1.17271, -1.23106, 2.46788], [-0.20496, -0.56422, 3.47170], [1.39115, 1.38556, 1.83403], [-0.20941, 1.61967, 2.58041], [-2.32023, 2.90043, -0.33726], [-4.75015, 3.35019, 0.56618], [-5.65480, 1.65977, 2.62309], [-3.90296, -0.15844, 3.46609], [-0.25768, -2.92538, 0.53801], [-0.88364, -1.88811, 1.85679], [-2.49944, -2.99497, -0.49690], [-3.09090, -1.49913, 0.39010], [-2.13356, -4.22446, 1.74769], [-2.74705, -2.76528, 2.67640], [-4.51853, -4.87736, 1.97686], [-5.11642, -3.14206, 2.01480], [-6.19906, -2.36753, 0.19807], [-0.27612, -0.62164, -2.41091], [-0.99913, -2.07233, -1.73806], [1.98836, -0.85836, 0.52448], [0.85324, -3.03279, -1.28231], [2.10324, -2.08714, -2.23970], [2.64832, -3.14958, 0.73975], [2.95956, -4.03933, -0.83536], [4.15469, -1.82072, 1.50092], [4.53489, -0.45962, 0.31896], [6.35797, -2.97160, 1.08322], [6.83846, -1.11200, 1.09745], [6.57121, -2.09139, -0.52321], [2.54648, 1.43602, 0.10702], [2.15604, 2.24087, -2.91320], [2.36780, 3.54953, -1.56768], [-1.45857, 1.91744, -1.92461], [-0.15581, 3.10359, -2.23138], [0.11734, 1.39958, -2.61947], [1.88496, 3.99070, 2.05830], [-0.16047, 4.69781, 2.25273], [1.15329, 5.21437, -0.83078], [0.67240, 2.12642, -5.58981], [-0.36587, 1.91925, -4.63897], [1.48096, 2.68202, -5.11339], [1.05215, 1.16272, -5.93695], [0.28841, 2.70208, -6.43480], [-1.06706, 1.42680, -5.08618]], "forces_ev_per_angstrom": [[-1.1, 0.4, -0.2], [-0.8, -1.4, 1.6], [3.1, 0.4, 4.2], [-1.6, 1.6, 1.6], [-6.2, 1.9, 1.0], [-0.5, -1.0, 1.5], [2.1, -4.1, 2.7], [4.6, 0.5, -3.0], [-1.8, 1.8, -0.9], [-1.1, 2.1, -1.7], [1.5, -3.3, -2.3], [-2.2, -1.8, 2.5], [-0.3, -0.2, -0.2], [0.7, 0.3, -0.8], [0.2, -0.4, 1.7], [-2.2, 1.5, 0.9], [-2.0, -2.3, -1.6], [3.9, 2.6, 1.9], [1.0, -0.5, -3.0], [1.7, 0.2, 1.4], [-2.8, 1.3, 0.4], [1.5, -1.4, -0.8], [0.8, 0.0, -1.3], [1.4, -0.9, 0.8], [-0.8, -1.4, -1.8], [-1.4, -0.1, 2.1], [1.8, 1.1, 0.1], [-1.4, -0.4, -0.7], [-1.8, 0.8, 1.1], [1.5, -0.1, 0.9], [1.5, -0.2, -0.5], [1.2, -3.6, -1.6], [-2.4, 4.3, 1.8], [-1.2, -0.6, -0.4], [0.7, 1.0, -3.9], [-1.5, -0.4, -2.0], [4.0, 5.3, 3.3], [-2.1, -1.1, -0.2], [0.0, -0.8, -1.9], [-0.7, -2.8, 0.7], [0.6, -1.4, -0.2], [0.6, 1.0, -1.6], [-1.5, -0.1, 0.5], [-0.6, 1.4, 0.1], [1.5, 0.4, -1.1], [-1.6, -0.4, -1.3], [0.5, -1.2, -1.9], [-0.4, -1.1, 1.0], [1.1, -1.3, 0.5], [1.7, -0.2, -0.7], [1.1, 1.0, -1.6], [-0.3, 2.1, -0.2], [0.8, 0.7, -1.7], [0.2, 0.9, 1.4], [1.0, -1.1, 0.1], [-1.2, 1.1, -0.1], [-0.5, -0.9, -1.4], [0.3, 1.7, -0.8], [1.2, -0.9, -1.1], [0.5, -1.6, -0.3], [-0.7, 0.0, 1.9], [0.2, 1.9, 1.2], [-1.2, -0.1, -0.8], [0.8, 1.1, 0.3], [-0.9, 0.2, 1.8], [0.4, 0.6, -1.3], [0.0, 1.6, 0.8], [0.5, -0.1, -1.4], [0.2, -1.7, 0.1], [0.1, 1.7, -0.5], [-0.7, -1.3, -0.7], [-0.3, 0.5, 1.9], [-1.4, 0.3, -0.6], [0.3, 0.2, 2.0], [-0.2, -1.6, -0.1], [1.6, 0.1, 0.6], [0.0, -1.4, 1.4], [-0.6, 0.8, 2.0], [0.3, -0.3, -1.1], [-0.2, -0.7, -0.8], [-0.5, -0.5, 0.6], [-0.1, -0.1, -0.3], [-0.3, -0.2, 0.0], [-0.1, 0.0, 0.0], [0.2, 0.1, -0.1], [0.2, 0.0, 0.0], [0.1, 0.2, 0.1]], "total_charge": 1, "gap_ha": 0.306}

---

Record 2
{"formula": "C26H45ClF3O3PSSn", "method": "the ωB97M-V functional and the def2-TZVPD basis", "elements": ["Sn", "P", "Cl", "C", "H", "H", "C", "C", "C", "H", "C", "H", "H", "C", "H", "H", "C", "H", "H", "C", "H", "H", "H", "H", "C", "C", "H", "C", "H", "H", "C", "H", "H", "C", "H", "H", "C", "H", "H", "H", "H", "C", "H", "C", "H", "H", "C", "H", "H", "C", "H", "H", "C", "H", "H", "H", "H", "C", "C", "H", "C", "H", "C", "H", "H", "C", "H", "H", "C", "H", "H", "H", "H", "F", "C", "F", "F", "S", "O", "O", "O"], "positions_angstrom": [[0.81515, 1.23759, 2.44245], [0.08687, 0.58759, -0.65516], [0.82529, 3.58387, 1.89990], [-1.01570, 0.15189, 2.02156], [-1.14023, -0.57683, 1.21651], [-1.84337, 0.29766, 2.71919], [1.94291, 0.83502, -0.90689], [-0.71166, 2.27058, -0.89322], [2.46361, 0.88767, -2.34795], [2.11362, 1.82496, -0.44171], [3.95751, 1.23789, -2.34737], [2.32098, -0.09229, -2.82770], [1.91284, 1.62825, -2.94663], [4.79498, 0.28363, -1.48402], [4.33067, 1.23035, -3.37865], [4.07291, 2.26142, -1.96743], [4.21231, 0.07627, -0.08329], [4.86785, -0.68747, -1.99170], [5.81694, 0.67147, -1.39888], [2.70710, -0.23105, -0.10293], [4.74056, -0.73979, 0.42312], [4.38097, 0.97915, 0.52065], [2.52985, -1.22165, -0.55107], [2.34668, -0.28710, 0.94051], [-0.56749, -0.50487, -2.03434], [-2.23494, 2.12993, -1.01618], [-0.51052, 2.75187, 0.08665], [-2.90238, 3.50984, -0.95169], [-2.49915, 1.63210, -1.96282], [-2.61341, 1.49577, -0.20255], [-2.29956, 4.51249, -1.94190], [-3.97498, 3.39732, -1.13640], [-2.79508, 3.90129, 0.06912], [-0.77166, 4.56568, -1.86997], [-2.60803, 4.24190, -2.96085], [-2.70653, 5.50939, -1.74037], [-0.11510, 3.18251, -1.96355], [-0.37974, 5.20800, -2.66468], [-0.47051, 5.01002, -0.91173], [-0.28071, 2.75712, -2.96387], [0.97062, 3.28334, -1.82557], [0.11711, -1.87744, -2.00110], [-1.61943, -0.65127, -1.71707], [-0.56942, -2.85857, -2.96056], [1.17979, -1.77636, -2.27456], [0.08903, -2.28832, -0.98063], [-0.72861, -2.29706, -4.38061], [0.00910, -3.78973, -2.99523], [-1.55887, -3.11589, -2.55308], [-1.32512, -0.88720, -4.39880], [0.24816, -2.28849, -4.88305], [-1.36858, -2.96777, -4.96395], [-0.60457, 0.07971, -3.45044], [-1.29735, -0.48146, -5.41606], [-2.38248, -0.93552, -4.10395], [0.41853, 0.26015, -3.81139], [-1.12177, 1.04771, -3.46382], [-0.27766, -3.20866, 1.56736], [-1.60650, -3.00689, 1.36174], [0.42854, -3.24547, 0.73476], [-2.62422, -3.03902, 2.46332], [-1.99781, -2.84472, 0.35148], [-1.99091, -2.99991, 3.86691], [-3.32832, -2.20254, 2.34968], [-3.22501, -3.96088, 2.39502], [-0.71721, -3.82817, 3.95135], [-1.74572, -1.95890, 4.10925], [-2.72336, -3.34944, 4.60643], [0.31316, -3.30840, 2.93603], [-0.30637, -3.77860, 4.96285], [-0.94847, -4.87560, 3.73151], [0.66319, -2.31957, 3.27992], [1.18446, -3.97116, 2.92563], [-1.27327, 1.16027, 7.08602], [-0.74226, 0.18985, 6.31933], [-0.40055, -0.86353, 7.09708], [-1.69812, -0.22152, 5.44794], [0.75868, 0.81205, 5.40739], [0.16638, 1.85537, 4.48110], [1.61229, 1.34147, 6.43252], [1.22403, -0.34129, 4.62104]], "forces_ev_per_angstrom": [[-1.2, -0.5, -0.2], [0.6, 0.7, -0.8], [0.1, -0.4, 0.1], [-0.3, 1.0, 0.5], [0.5, 0.1, 0.8], [0.0, -0.1, 0.0], [-0.7, 0.0, -0.1], [0.4, -0.4, 0.3], [0.3, 0.1, 0.0], [0.0, -0.2, 0.0], [0.0, 0.0, 0.0], [0.0, 0.2, 0.1], [0.2, -0.3, 0.2], [-0.1, 0.0, -0.1], [0.0, 0.1, 0.2], [0.0, -0.1, -0.1], [-0.1, 0.0, 0.1], [0.0, 0.1, 0.0], [-0.1, -0.1, 0.0], [0.4, 0.1, -0.1], [0.0, 0.1, 0.0], [-0.1, -0.1, -0.1], [0.0, 0.2, 0.1], [0.1, -0.1, -0.4], [-0.1, 0.3, 0.5], [0.1, 0.1, -0.1], [-0.2, -0.2, -0.6], [0.0, 0.0, 0.1], [0.0, 0.1, 0.2], [0.0, 0.1, -0.1], [0.0, -0.2, -0.1], [0.0, 0.1, 0.0], [0.0, 0.0, -0.1], [0.1, 0.0, 0.1], [0.0, 0.0, 0.1], [0.0, -0.1, -0.1], [-0.2, 0.1, -0.1], [0.0, 0.0, 0.1], [0.0, 0.0, -0.1], [0.1, 0.2, 0.2], [-0.3, 0.0, 0.0], [0.0, -0.1, -0.1], [0.2, 0.0, -0.1], [0.0, 0.0, 0.0], [-0.3, 0.0, 0.0], [0.0, 0.2, -0.3], [0.1, 0.0, 0.1], [-0.1, 0.1, 0.0], [0.1, 0.1, -0.1], [0.0, 0.0, 0.1], [-0.1, 0.1, 0.1], [0.1, 0.0, 0.0], [0.1, -0.1, -0.2], [-0.1, -0.1, 0.1], [0.1, 0.0, 0.0], [-0.3, -0.1, 0.1], [0.1, -0.3, 0.0], [-1.4, 0.5, -0.4], [1.4, -0.6, -0.1], [-0.3, 0.1, 0.1], [0.0, -0.1, 0.5], [0.2, -0.2, 0.2], [-0.2, 0.3, -0.1], [0.1, -0.2, 0.0], [0.1, 0.2, -0.3], [0.1, 0.1, -0.2], [0.0, -0.3, 0.0], [0.1, 0.2, -0.1], [-0.1, -0.3, 0.6], [0.0, 0.0, -0.1], [0.1, 0.0, 0.0], [0.0, -0.2, -0.2], [0.0, 0.1, 0.0], [0.5, -0.7, -0.5], [-0.6, -0.3, 0.2], [-0.3, 0.9, -0.6], [0.7, 0.4, 0.6], [0.2, -0.2, 0.5], [0.6, -0.9, 0.1], [-0.5, -0.3, -0.7], [-0.4, 1.1, 0.5]], "total_charge": 0, "relative_energy_ev": 1.038, "gap_ha": [0.200, 0.271]}

---

Record 3
{"formula": "C26H45N10O10P", "method": "the ωB97M-V functional and the def2-TZVPD basis", "elements": ["C", "C", "C", "C", "N", "C", "C", "P", "N", "O", "C", "O", "C", "C", "C", "C", "C", "O", "O", "C", "C", "O", "C", "C", "C", "C", "C", "C", "C", "N", "C", "C", "O", "N", "O", "H", "H", "H", "H", "H", "H", "H", "H", "H", "H", "H", "H", "H", "H", "H", "H", "H", "H", "H", "H", "H", "H", "H", "H", "H", "H", "H", "H", "H", "H", "H", "H", "H", "N", "C", "N", "O", "H", "H", "H", "H", "N", "C", "N", "O", "H", "H", "H", "H", "N", "C", "N", "O", "H", "H", "H", "H"], "positions_angstrom": [[0.83414, 5.72320, -1.13681], [-0.65048, 5.52373, -0.56014], [-0.74400, 4.49733, 0.67467], [-0.16827, 3.07646, 0.15450], [-1.06078, 2.28003, -0.62005], [-0.46904, 1.05503, -1.08627], [-1.36422, 0.12319, -1.99564], [-3.12563, 0.72436, -2.39192], [-3.07645, 1.70579, -3.89386], [-4.17355, -0.57994, -2.77479], [-0.84612, -1.22652, -2.57139], [-1.66756, -2.05989, -3.39873], [-1.39279, -1.81740, -4.81722], [-2.80173, -1.53789, -5.54251], [0.65289, -1.63919, -2.22134], [1.14484, -3.04122, -2.82665], [1.60339, -4.09012, -1.67585], [2.76124, -4.58365, -1.82447], [0.76533, -4.43956, -0.56324], [1.35518, -3.91675, 0.65743], [0.84037, -2.55974, 1.36895], [2.33109, -4.51933, 1.18536], [1.52827, -0.69675, -1.35661], [3.05499, -1.14853, -1.06819], [3.85121, -1.19297, -2.46762], [5.38684, -0.72239, -2.37569], [6.26391, -1.50660, -1.28300], [5.55363, 0.88744, -2.21079], [0.99268, 0.67251, -0.74570], [1.92415, 1.40743, 0.06689], [1.27902, 2.60735, 0.48490], [2.17999, 3.61859, 1.38128], [1.70686, 3.74402, 2.75455], [1.08641, 2.61578, 3.18814], [0.15612, 2.96287, 3.85516], [1.37506, 4.73857, -1.39513], [1.46497, 6.20664, -0.29073], [0.83559, 6.47376, -1.99776], [-1.08991, 6.53923, -0.24665], [-1.31586, 5.08248, -1.39882], [-0.25482, 4.85471, 1.64105], [-1.87271, 4.31032, 0.85569], [-3.05574, 2.69630, -3.57657], [-3.94401, 1.58012, -4.43752], [-4.26908, -1.19719, -1.99981], [-0.96216, -2.80961, -5.23505], [-0.64983, -0.97342, -5.01173], [-3.17344, -0.50561, -5.18253], [-3.57264, -2.31306, -5.21095], [-2.74524, -1.49629, -6.68221], [0.31353, -3.59492, -3.41166], [1.97711, -2.84938, -3.59374], [0.32667, -2.77105, 2.38311], [1.78082, -1.95774, 1.61026], [0.07315, -2.00313, 0.73295], [3.11588, -2.20431, -0.60016], [3.59604, -0.44980, -0.34563], [3.28831, -0.49865, -3.20243], [3.87054, -2.27413, -2.87487], [5.85567, -0.96467, -3.40667], [5.90694, -1.35973, -0.20859], [7.35059, -1.12124, -1.40069], [6.29602, -2.61765, -1.60637], [6.63772, 1.18002, -2.49535], [4.87638, 1.44512, -2.94776], [5.37154, 1.22481, -1.13471], [3.24672, 3.16845, 1.44474], [2.31980, 4.63717, 0.86120], [5.19569, 1.78777, 6.59259], [4.61904, 2.58520, 5.65936], [3.27708, 2.72964, 5.78786], [5.25823, 3.13028, 4.77292], [4.68856, 1.33103, 7.32855], [6.19211, 1.65560, 6.53059], [2.81246, 3.31513, 5.11262], [2.73327, 2.29079, 6.50842], [-4.25783, -3.27204, 1.79211], [-4.82796, -2.47344, 0.85716], [-6.16590, -2.33182, 0.97739], [-4.17832, -1.92469, -0.02578], [-4.77102, -3.73038, 2.52297], [-3.26090, -3.40377, 1.73739], [-6.62733, -1.74556, 0.30094], [-6.71712, -2.77684, 1.69946], [-8.30188, -1.35862, 4.60637], [-7.82898, -2.57173, 4.23839], [-7.36426, -3.33276, 5.25765], [-7.82205, -2.95167, 3.07419], [-8.31676, -1.02817, 5.55410], [-8.65656, -0.76304, 3.87535], [-7.00390, -4.24369, 5.02334], [-7.36121, -3.04003, 6.21784]], "forces_ev_per_angstrom": [[0.2, 0.5, 1.2], [0.0, -0.3, -0.4], [-0.5, -1.1, -1.2], [0.0, -2.1, -0.7], [4.7, -0.2, 1.5], [0.3, -0.5, -0.3], [2.7, -2.8, -1.5], [-1.5, 0.5, 1.8], [-0.1, -0.6, 0.4], [1.7, 0.7, 0.0], [1.6, 3.0, 2.4], [2.3, 2.4, 1.0], [-0.8, -1.0, -1.7], [0.0, 0.8, 0.7], [-1.2, 2.4, 1.1], [-0.9, 0.1, 0.7], [4.8, -1.0, -1.9], [-5.1, 1.7, 1.2], [1.4, 2.3, -0.2], [3.6, -1.5, 3.0], [-0.7, -0.6, -0.3], [-4.4, 2.4, -2.5], [-1.9, -1.0, -0.8], [-0.3, -0.2, -0.5], [0.5, 0.1, 0.0], [0.2, 0.6, -0.3], [0.4, 0.0, -1.3], [0.5, -0.5, -0.3], [-0.2, -2.2, -1.3], [-5.7, 2.7, -0.9], [0.1, -0.3, -0.4], [1.8, -1.9, -1.5], [0.4, 1.4, -1.6], [-2.2, 0.5, 0.9], [1.2, -1.2, -0.2], [-1.1, 1.5, 0.1], [-0.9, -0.7, -1.4], [0.0, -1.3, 1.0], [0.7, -1.5, -0.5], [1.0, 0.8, 1.4], [-0.5, -0.5, -1.4], [1.9, 0.3, -0.1], [-0.1, -1.1, -0.2], [0.6, 0.0, 0.4], [0.3, 0.9, -0.4], [-0.5, 1.6, 0.6], [-1.0, -1.1, 0.6], [0.6, -1.8, -0.6], [1.2, 1.0, -0.5], [0.2, -0.2, 1.6], [1.0, 1.3, 1.1], [-1.0, -0.7, 1.6], [0.9, -0.1, -1.7], [-1.4, -0.8, -0.6], [1.3, -0.6, 0.8], [-0.3, 1.7, -0.7], [-1.1, -0.7, -1.0], [1.0, -1.2, 1.0], [-0.2, 1.8, 0.6], [-0.8, 0.3, 1.6], [0.5, -0.3, -1.5], [-1.8, -0.6, 0.5], [-0.2, 1.7, 0.9], [-1.7, -0.5, 0.6], [0.8, -0.8, 1.2], [0.1, -0.4, -1.5], [-1.8, 0.6, -0.3], [-0.8, -1.5, 1.4], [0.6, -0.4, 0.4], [0.3, 0.3, -0.4], [-0.8, 0.2, -0.2], [-0.1, -0.1, 0.1], [0.0, 0.1, -0.1], [-0.2, 0.0, 0.0], [0.1, -0.1, 0.2], [0.1, 0.0, -0.1], [0.8, -0.4, 0.4], [-0.6, 0.3, -0.3], [-0.2, 0.1, -0.3], [0.3, 0.0, -0.3], [-0.1, 0.1, -0.1], [-0.2, 0.0, 0.0], [0.1, -0.1, 0.1], [0.0, 0.2, -0.1], [-0.3, 0.5, -0.2], [0.0, 0.1, 0.1], [0.3, -0.6, 0.2], [-0.2, -0.2, 0.2], [0.0, -0.1, -0.1], [0.1, -0.1, 0.2], [-0.1, 0.2, 0.1], [0.0, 0.0, -0.1]], "total_charge": 0, "gap_ha": 0.227}